No. 1
DFT (ωB97M-V/def2-TZVPD) results for a single C4H7ClS molecule at a distorted geometry.

Cartesian coordinates (Å):
C1 0.98 2.15 0.13
C2 -0.31 1.46 -0.23
C3 -0.65 0.16 0.18
C4 0.35 -0.78 0.76
H1 1.68 2.01 -0.66
H2 1.36 1.83 1.10
H3 0.68 3.16 0.17
H4 -1.02 2.04 -0.82
H5 -0.14 -1.76 0.96
H6 0.63 -0.46 1.74
H7 2.79 -0.45 0.48
S1 1.85 -1.02 -0.36
Cl1 -2.22 -0.47 -0.13

Values from the calculation:
relative energy (zero: lowest compared OMol25 entry of this formula, charge and spin)	0.536	eV
E_HOMO	-8.75	eV
SMILES	C/C=C(/Cl)CS



No. 2
DFT (ωB97M-V/def2-TZVPD) results for a molecular structure, C4H7ClS at a distorted geometry.

Cartesian coordinates (Å):
C1 -1.95 0.80 0.31
C2 -1.31 -0.37 0.31
C3 -0.26 -0.65 -0.66
C4 1.22 0.08 0.37
S1 2.74 -1.06 0.02
Cl1 1.67 1.74 -0.07
H1 -2.52 1.12 1.14
H2 -1.83 1.42 -0.56
H3 -1.51 -0.97 1.15
H4 -0.25 -0.08 -1.54
H5 0.11 -1.71 -0.87
H6 0.76 0.02 1.35
H7 3.13 -0.33 -0.94

Values from the calculation:
relative energy (zero: lowest compared OMol25 entry of this formula, charge and spin)	2.008	eV
E_HOMO	-8.79	eV



No. 3
DFT (ωB97M-V/def2-TZVPD) results for a molecular structure, C4H7CoO at a distorted geometry.

Cartesian coordinates (Å):
C1 -0.45 1.19 0.29
C2 0.09 0.06 -0.59
C3 0.91 -1.02 -0.02
O1 2.26 -0.80 0.09
Co1 2.45 0.33 -1.29
H1 0.06 1.43 1.23
H2 0.17 0.25 -1.67
H3 -0.89 2.02 -0.28
H4 0.70 -2.01 -0.46
C4 -1.34 -0.03 0.44
H5 -1.57 -0.24 1.49
H6 -2.27 0.00 -0.14
H7 -0.13 -1.20 0.92

Values from the calculation:
multiplicity	5
total charge	+2
<S²>	6.0131
relative energy (zero: lowest compared OMol25 entry of this formula, charge and spin)	0.000	eV
E_HOMO (spin up / spin down)	-19.63 / -20.37	eV



No. 4
DFT (ωB97M-V/def2-TZVPD) results for a molecular structure, C4H7CsO at a distorted geometry.

Cartesian coordinates (Å):
C1 -0.19 1.74 3.59
C2 0.14 0.47 2.80
C3 -1.06 -0.33 2.48
O1 -1.29 -0.84 1.39
Cs1 -0.97 -1.87 -2.58
H1 -0.75 1.49 4.51
H2 0.76 0.66 1.91
H3 0.76 2.21 3.91
H4 -1.84 -0.42 3.27
C4 -0.97 2.66 2.72
H5 -1.82 3.22 3.12
H6 -0.70 2.79 1.67
H7 0.67 -0.27 3.45

Values from the calculation:
multiplicity	2
total charge	+1
<S²>	0.7536
relative energy (zero: lowest compared OMol25 entry of this formula, charge and spin)	0.000	eV
E_HOMO (spin up / spin down)	-10.66 / -12.67	eV



No. 5
DFT (ωB97M-V/def2-TZVPD) results for a molecular structure, C4H7F at a distorted geometry.

Cartesian coordinates (Å):
C1 -1.84 0.03 0.23
C2 -0.60 -0.93 -0.30
C3 0.57 -0.02 -0.07
C4 0.37 1.45 -0.18
H1 -1.64 1.09 -0.27
H2 -1.60 0.02 1.60
H3 -3.14 -0.30 -0.13
H4 -0.65 -1.49 -1.35
H5 -0.10 -1.60 0.50
H6 1.39 1.82 0.06
H7 -0.41 2.03 -0.16
F1 1.69 -0.53 0.19

Values from the calculation:
relative energy (zero: lowest compared OMol25 entry of this formula, charge and spin)	4.793	eV
E_HOMO	-8.79	eV



No. 6
DFT (ωB97M-V/def2-TZVPD) results for a molecular structure, C4H7F at a distorted geometry.

Cartesian coordinates (Å):
C1 -1.01 -0.41 1.82
C2 -0.15 0.27 2.42
C3 0.76 0.44 -2.60
C4 0.26 -0.30 -1.64
F1 0.33 1.53 1.91
H1 -1.53 0.04 0.95
H2 0.37 0.13 3.33
H3 -1.31 -1.73 2.21
H4 0.99 1.49 -2.22
H5 1.33 0.14 -3.48
H6 -0.27 -0.30 -0.74
H7 0.21 -1.31 -1.95

Values from the calculation:
relative energy (zero: lowest compared OMol25 entry of this formula, charge and spin)	3.411	eV
E_HOMO	-10.22	eV



No. 7
DFT (ωB97M-V/def2-TZVPD) results for a single C4H7FI2O molecule at a distorted geometry.

Cartesian coordinates (Å):
C1 0.18 0.91 0.37
C2 0.36 -0.42 -0.29
C3 0.15 2.10 -0.64
C4 0.00 -1.77 0.47
O1 -1.47 -1.87 0.25
F1 -1.91 -3.16 0.71
I1 -0.54 3.97 0.24
I2 1.11 -3.40 -0.44
H1 -0.79 0.96 1.05
H2 0.98 1.08 1.11
H3 -0.26 -0.46 -1.14
H4 1.36 -0.50 -0.65
H5 1.07 2.53 -1.17
H6 -0.67 1.84 -1.37
H7 0.42 -1.80 1.48

Values from the calculation:
E_HOMO	-9.61	eV
SMILES	FO[C@@H](I)CCCI



No. 8
DFT (ωB97M-V/def2-TZVPD) results for 2 unconnected molecules or ions with the total composition C4H7FN2 at a distorted geometry.

Cartesian coordinates (Å):
C1 1.81 0.04 -0.93
C2 0.86 0.84 -0.44
C3 0.07 0.61 0.83
C4 -1.34 0.55 0.42
N1 -0.82 -1.97 0.25
N2 -1.54 -1.26 -0.44
F1 -1.79 1.38 -0.48
H1 2.43 0.40 -1.68
H2 2.32 -0.87 -0.51
H3 0.46 1.62 -1.02
H4 0.17 -0.25 1.53
H5 0.29 1.40 1.49
H6 -2.16 0.50 1.11
H7 -0.77 -3.00 -0.13

Values from the calculation:
multiplicity	3
<S²>	2.0100
relative energy (zero: lowest compared OMol25 entry of this formula, charge and spin)	1.284	eV
E_HOMO (spin up / spin down)	-6.11 / -9.97	eV



No. 9
DFT (ωB97M-V/def2-TZVPD) results for a single C4H7FN2S molecule at a distorted geometry.

Cartesian coordinates (Å):
C1 0.60 -0.20 -0.90
C2 -0.70 0.61 -0.90
C3 -1.65 0.24 0.24
C4 1.16 -0.39 0.51
H1 0.43 -1.18 -1.33
H2 -0.41 1.67 -0.82
H3 -1.17 0.47 -1.86
H4 -2.71 0.25 -0.07
H5 -1.58 0.90 1.07
H6 0.51 -1.01 2.32
H7 2.71 0.62 0.21
N1 0.32 -1.15 1.32
N2 2.23 0.11 0.98
F1 1.55 0.48 -1.65
S1 -1.30 -1.42 0.88

Values from the calculation:
relative energy (zero: lowest compared OMol25 entry of this formula, charge and spin)	0.408	eV
E_HOMO	-8.82	eV
SMILES	[H]/N=C1/NSCC[C@H]1F



No. 10
DFT (ωB97M-V/def2-TZVPD) results for a gas-phase ion, C4H7FNO4S (charge -1) at a distorted geometry.

Cartesian coordinates (Å):
C1 -1.71 0.63 -1.71
C2 -0.51 -0.13 -1.13
N1 0.77 0.67 -1.59
O1 1.88 0.13 -1.49
O2 0.53 1.84 -1.98
H1 -2.62 0.03 -1.84
H2 -1.96 1.51 -1.09
H3 -1.45 0.97 -2.72
H4 -0.45 -1.09 -1.63
F1 2.56 -1.44 2.71
S1 1.43 -0.25 2.48
C3 0.55 -0.94 1.17
C4 -0.49 -0.29 0.37
O3 0.75 -0.22 3.76
O4 2.18 0.89 2.01
H5 0.58 -2.04 1.28
H6 -1.33 -0.97 0.58
H7 -0.71 0.70 0.83

Values from the calculation:
total charge	-1
relative energy (zero: lowest compared OMol25 entry of this formula, charge and spin)	3.284	eV
E_HOMO	-2.79	eV
SMILES	C[C@H](CC=[S@](=O)([O-])F)[N+](=O)[O-]



No. 11
DFT (ωB97M-V/def2-TZVPD) results for a molecular structure, C4H7FS at a distorted geometry.

Cartesian coordinates (Å):
C1 1.75 1.25 0.04
C2 -0.13 -0.54 0.38
C3 -1.25 -1.49 0.08
C4 -1.22 0.02 -0.39
H1 2.50 1.16 1.26
H2 2.54 1.33 -1.17
H3 0.67 1.82 0.05
H4 0.02 -0.14 1.47
H5 -1.07 -2.27 -0.76
H6 -2.16 -1.46 0.77
H7 -1.07 0.05 -1.56
F1 -2.19 0.98 -0.02
S1 1.62 -0.71 -0.15

Values from the calculation:
relative energy (zero: lowest compared OMol25 entry of this formula, charge and spin)	5.850	eV
E_HOMO	-8.74	eV



No. 12
DFT (ωB97M-V/def2-TZVPD) results for a molecular structure, C4H7FS at a distorted geometry.

Cartesian coordinates (Å):
C1 -0.32 0.25 1.28
C2 -0.08 -0.40 0.01
C3 -0.51 0.69 -0.96
C4 1.29 -0.95 -0.20
H1 0.61 -0.15 2.24
H2 -1.85 -0.40 1.31
H3 -0.34 1.88 0.85
H4 0.55 1.07 -1.16
H5 -1.04 0.21 -2.03
H6 -1.43 1.39 -0.63
H7 1.42 -2.06 -0.56
F1 -0.94 -1.38 -0.14
S1 2.64 -0.16 -0.02

Values from the calculation:
relative energy (zero: lowest compared OMol25 entry of this formula, charge and spin)	8.572	eV
E_HOMO	-9.13	eV



No. 13
DFT (ωB97M-V/def2-TZVPD) results for a single C4H7FS molecule at a distorted geometry.

Cartesian coordinates (Å):
C1 -0.94 -1.34 -0.67
C2 -0.25 -0.47 0.30
C3 1.21 -0.12 0.30
C4 0.24 0.95 -0.03
H1 -1.22 -2.30 -0.23
H2 -0.29 -1.48 -1.56
H3 -1.81 -0.80 -1.03
H4 1.68 -0.09 1.27
H5 1.84 -0.53 -0.47
H6 0.14 1.31 -1.11
H7 0.33 3.29 0.50
F1 -0.83 -0.66 1.54
S1 -0.10 2.22 1.18

Values from the calculation:
relative energy (zero: lowest compared OMol25 entry of this formula, charge and spin)	1.282	eV
E_HOMO	-8.93	eV
SMILES	C[C@@]1(F)C[C@@H]1S



No. 14
DFT (ωB97M-V/def2-TZVPD) results for a molecular structure, C4H7GaO at a distorted geometry.

Cartesian coordinates (Å):
C1 -1.90 -0.37 0.80
C2 -0.82 0.38 0.05
C3 0.50 -0.26 -0.11
O1 1.50 0.40 -0.63
Ga1 3.06 0.17 -0.08
H1 -1.64 -1.36 1.20
H2 -0.80 1.47 0.16
H3 -2.55 0.22 1.44
H4 0.44 -1.31 -0.47
C4 -2.01 -0.22 -0.67
H5 -1.83 -1.09 -1.30
H6 -2.74 0.49 -1.07
H7 1.51 -0.79 0.99

Values from the calculation:
multiplicity	2
total charge	+1
<S²>	0.7658
relative energy (zero: lowest compared OMol25 entry of this formula, charge and spin)	0.856	eV
E_HOMO (spin up / spin down)	-14.44 / -14.42	eV



No. 15
DFT (ωB97M-V/def2-TZVPD) results for 2 unconnected molecules or ions with the total composition C4H7IN2 at a distorted geometry.

Cartesian coordinates (Å):
C1 0.45 -1.70 0.01
C2 -0.50 -0.94 0.57
C3 1.07 -0.82 -1.00
C4 -1.37 1.37 0.36
N1 -0.52 0.27 -0.03
N2 0.38 0.44 -0.95
I1 2.44 1.97 0.84
H1 0.69 -2.70 0.05
H2 -1.13 -1.03 1.45
H3 2.09 -0.53 -0.83
H4 1.11 -1.09 -2.06
H5 -1.29 2.10 -0.32
H6 -2.30 1.00 0.46
H7 -1.13 1.65 1.45

Values from the calculation:
relative energy (zero: lowest compared OMol25 entry of this formula, charge and spin)	2.730	eV
E_HOMO (spin up / spin down)	-7.11 / -7.11	eV



No. 16
DFT (ωB97M-V/def2-TZVPD) results for a molecular structure, C4H7IO at a distorted geometry.

Cartesian coordinates (Å):
C1 0.58 0.64 0.68
C2 0.53 -0.26 -0.49
C3 -0.45 1.46 -0.21
C4 -0.07 -1.67 -0.23
O1 -0.49 0.42 -1.15
I1 -2.32 1.82 0.85
H1 0.09 0.25 1.61
H2 1.40 1.25 1.09
H3 1.58 -0.51 -1.02
H4 -0.14 2.49 -0.57
H5 0.39 -2.42 -0.95
H6 -1.16 -1.52 -0.39
H7 0.06 -1.96 0.78

Values from the calculation:
relative energy (zero: lowest compared OMol25 entry of this formula, charge and spin)	1.592	eV
E_HOMO	-9.39	eV



No. 17
DFT (ωB97M-V/def2-TZVPD) results for a single C4H7IO molecule at a distorted geometry.

Cartesian coordinates (Å):
C1 0.06 0.70 0.85
C2 0.67 0.25 -0.46
C3 -1.21 0.97 -0.02
C4 0.98 -1.23 -0.33
O1 -0.56 0.52 -1.19
I1 -2.98 -0.35 0.17
H1 -0.13 -0.15 1.66
H2 0.31 1.70 1.20
H3 1.44 0.80 -0.80
H4 -1.76 1.84 -0.18
H5 0.18 -1.91 -0.48
H6 1.24 -1.51 0.61
H7 1.78 -1.65 -1.03

Values from the calculation:
relative energy (zero: lowest compared OMol25 entry of this formula, charge and spin)	1.688	eV
E_HOMO	-9.19	eV
SMILES	C[C@@H]1C[C@H](I)O1



No. 18
DFT (ωB97M-V/def2-TZVPD) results for 2 unconnected molecules or ions with the total composition C4H7IO at a distorted geometry.

Cartesian coordinates (Å):
C1 -1.03 -0.97 -0.30
C2 -1.78 -0.32 0.93
C3 0.41 -0.42 -0.10
C4 -2.60 0.71 0.78
O1 0.75 0.22 0.84
I1 4.18 0.73 -1.17
H1 -0.87 -1.99 -0.22
H2 -1.67 -0.78 -1.23
H3 -1.57 -0.74 1.94
H4 1.14 -0.74 -0.86
H5 -2.75 1.14 -0.19
H6 -2.95 1.37 1.63
H7 2.93 0.25 -0.19

Values from the calculation:
relative energy (zero: lowest compared OMol25 entry of this formula, charge and spin)	1.480	eV
E_HOMO	-9.89	eV
SMILES	C=CCC=O.I



The calculation returns the following E values, one per record and in order: -1014.949160; -1014.895064; -1613.603136; -251.709923; -256.267725; -256.318483; -926.942640; -365.751388; -764.170192; -1010.288250; -654.449990; -654.349957; -654.617858; -2156.190819; -563.712372; -529.471042; -529.467516; -529.475157 hartree.
The calculation returns the following molecular weight values, one per record and in order: 122.6; 122.6; 130.0; 204.0; 74.1; 74.1; 343.9; 102.1; 134.2; 184.2; 106.2; 106.2; 106.2; 140.8; 210.0; 198.0; 198.0; 198.0 g/mol.